Below is one molecule with the formula C27H26O5 in a non-equilibrium geometry, with properties calculated with wB97M-V/def2-TZVPD.

Values from the calculation:
- LUMO energy: 0.008 hartree
- Kohn-Sham gap: 8.52 eV
- HOMO: -8.30 eV
- Relative energy (zero: lowest compared OMol25 entry of this formula, charge and spin): 3.203 eV
- Electronic energy: -38656.062 eV
- SMILES: COc1ccc(CC2(C(c3ccccc3)c3ccccc3)C(=O)OC(C)(C)OC2=O)cc1
- Max |F|: 0.077 Eh/bohr

Structure (ORCA input):
```
! wB97M-V def2-TZVPD RIJCOSX def2/J DEFGRID3
* xyz 0 1
C 2.58047 5.35676 -3.17253
O 2.35530 5.25467 -1.75776
C 1.64332 4.22313 -1.22631
C 1.59032 4.20986 0.19968
C 1.15906 3.08205 0.85622
C 0.70488 1.96243 0.15336
C 0.37156 0.67815 0.85773
C -0.84009 0.59943 1.85387
C -0.38933 -0.29494 3.39971
C -0.77086 -0.01998 4.84388
C -0.02194 0.77879 5.75867
C -0.49059 1.03337 7.04929
C -1.69371 0.43950 7.48586
C -2.45214 -0.32901 6.58296
C -1.98269 -0.54144 5.28871
C 0.09264 -1.66832 3.09303
C 1.32282 -1.90559 2.41238
C 1.53561 -3.13758 1.78614
C 0.61375 -4.17897 1.99459
C -0.42301 -4.03684 2.92527
C -0.59740 -2.81361 3.56609
C -1.92166 -0.20269 1.18382
O -1.72519 -1.26555 0.62256
O -3.15707 0.34858 1.09969
C -3.42418 1.68553 1.56147
C -3.11756 2.74026 0.50737
C -4.90890 1.76077 1.93869
O -2.63566 1.91428 2.79614
C -1.26670 1.84727 2.59442
O -0.52941 2.64415 3.15468
C 0.60719 2.03847 -1.25159
C 1.08241 3.13553 -1.96000
H 3.16604 6.27995 -3.23704
H 3.15845 4.50881 -3.56608
H 1.63461 5.45937 -3.71800
H 2.06607 5.06789 0.71179
H 1.14103 3.07206 1.95296
H 0.22561 -0.08502 0.10394
H 1.27572 0.36886 1.43869
H 0.37825 0.44929 3.14892
H 0.89992 1.26749 5.40278
H 0.01805 1.77786 7.68651
H -2.08318 0.65124 8.47469
H -3.46465 -0.70219 6.83930
H -2.58632 -1.06216 4.51963
H 2.07561 -1.10970 2.29707
H 2.33640 -3.22491 1.03951
H 0.72278 -5.11136 1.45600
H -1.17104 -4.82795 3.08474
H -1.37434 -2.68459 4.33584
H -2.06868 2.69674 0.19826
H -3.74815 2.54773 -0.37657
H -3.38047 3.71209 0.96219
H -5.25062 0.90974 2.54297
H -5.06829 2.70877 2.47834
H -5.47670 1.77683 0.99579
H 0.12228 1.19957 -1.76812
H 1.14056 3.10939 -3.06734
*
```



Below is a 2-piece molecular cluster, C27H27N2O2 overall in a non-equilibrium geometry, with properties calculated with wB97M-V/def2-TZVPD.

Values from the calculation:
- LUMO energy: -0.164 hartree
- Kohn-Sham gap: 5.78 eV
- HOMO: -10.23 eV
- Relative energy (zero: lowest compared OMol25 entry of this formula, charge and spin): 1.202 eV
- Electronic energy: -35505.510 eV
- Max |F|: 0.032 Eh/bohr

Structure (ORCA input):
```
! wB97M-V def2-TZVPD RIJCOSX def2/J DEFGRID3
* xyz 1 1
C 5.32754 -0.99431 1.35109
O 4.69321 0.19719 1.86674
C 3.34534 0.31521 1.73688
C 2.50715 -0.74726 1.31730
C 1.17965 -0.48396 1.02962
C 0.62170 0.79416 1.21495
C -0.76089 1.03945 0.89828
C -1.79253 0.18228 1.29566
C -3.21973 0.51731 1.28156
C -3.91219 1.70464 1.10769
C -5.29567 1.71645 1.36176
C -5.97860 0.55429 1.76174
C -5.29491 -0.66253 1.90315
C -3.92698 -0.64673 1.66453
N -2.98149 -1.64496 1.94421
C -3.28632 -2.99482 2.37742
C -1.72444 -1.15454 1.77305
C 1.46553 1.83284 1.70295
C 2.78995 1.59362 1.98912
H 6.38968 -0.82470 1.53530
H 4.98630 -1.89020 1.89293
H 5.13713 -1.11283 0.27212
H 2.90231 -1.75862 1.19711
H 0.55598 -1.28432 0.63078
H -1.04837 2.07223 0.69559
H -3.36700 2.60044 0.80473
H -5.85415 2.64566 1.24820
H -7.04503 0.59773 1.97649
H -5.78603 -1.58824 2.20129
H -4.36962 -3.12186 2.37143
H -2.82522 -3.72764 1.70194
H -2.90542 -3.18081 3.38999
H -0.85141 -1.74870 2.03191
H 1.04237 2.82686 1.86142
H 3.44913 2.36451 2.38327
C 3.38304 -3.15377 -2.19284
O 3.79735 -1.80144 -2.45909
C 2.86159 -0.82253 -2.61400
C 1.52539 -0.93979 -2.16390
C 0.71631 0.19751 -2.18628
C 1.21066 1.36973 -2.82570
N 0.20288 2.31330 -2.78951
C -0.89775 1.81789 -2.14967
C -2.12246 2.63059 -2.05339
C -0.58750 0.54053 -1.67387
C 2.49450 1.46761 -3.34422
C 3.34130 0.38075 -3.20516
H 4.29192 -3.74077 -2.33718
H 3.03606 -3.24842 -1.15462
H 2.59777 -3.49049 -2.88439
H 1.13292 -1.88549 -1.78124
H 0.26584 3.23691 -3.20173
H -2.84179 2.13891 -1.39406
H -1.88459 3.62775 -1.65115
H -2.58412 2.77083 -3.04459
H -1.29227 -0.18312 -1.28476
H 2.81101 2.38548 -3.83750
H 4.37494 0.40020 -3.54333
*
```



Below is a 2-piece molecular cluster, C27H27N2O2 overall in a non-equilibrium geometry, with properties calculated with wB97M-V/def2-TZVPD.

Values from the calculation:
- LUMO energy: -0.207 hartree
- Kohn-Sham gap: 3.84 eV
- HOMO: -9.48 eV
- Relative energy (zero: lowest compared OMol25 entry of this formula, charge and spin): 2.321 eV
- Electronic energy: -35504.391 eV
- Max |F|: 0.026 Eh/bohr

Structure (ORCA input):
```
! wB97M-V def2-TZVPD RIJCOSX def2/J DEFGRID3
* xyz 1 1
H 0.02500 5.29218 1.46110
C -0.45206 6.31139 1.44807
H -1.23245 6.30089 2.22841
C 0.57031 7.33236 1.78249
C 1.04030 8.20393 0.85619
N 0.42485 8.36416 -0.36351
C 0.91571 9.29247 -1.31898
C 0.02147 10.11643 -2.01475
C 0.49761 11.05585 -2.91346
C 1.87528 11.05693 -3.26833
O 2.27098 11.96496 -4.20531
C 3.60999 11.85256 -4.74440
C 2.76381 10.14807 -2.62748
C 2.28513 9.33867 -1.60159
C -0.71179 7.63576 -0.64438
C -1.07226 6.57237 0.11263
C -1.97766 5.57878 -0.51988
N -2.31789 4.47971 0.23003
O -2.35433 5.72342 -1.68080
H 1.01650 7.29931 2.77632
H 1.89170 8.86296 1.04335
H -1.04449 10.02929 -1.80907
H -0.18386 11.77504 -3.36590
H 3.73084 12.69500 -5.42816
H 4.36535 11.90633 -3.94859
H 3.71800 10.90537 -5.29033
H 3.81673 10.06993 -2.91480
H 2.97086 8.68865 -1.05565
H -1.19245 7.89555 -1.58700
H -2.14111 4.38921 1.21748
H -2.83121 3.72789 -0.20856
C -2.46018 -1.08099 1.79110
C -1.59888 0.12889 1.93245
C -1.33761 0.90668 0.80057
C -0.55451 2.03577 0.88128
C 0.08185 2.40862 2.10479
C 1.06436 3.42717 2.02128
C 2.03185 3.78105 3.00760
C 2.75818 4.99575 2.83218
C 3.74992 5.36690 3.72320
C 4.02795 4.57584 4.84569
C 3.36072 3.35636 5.01404
C 2.40713 2.93351 4.09364
C -0.29700 1.67751 3.27333
C -1.04590 0.51519 3.15903
H -2.44058 -1.70369 2.68782
H -3.50172 -0.81870 1.56464
H -2.10507 -1.68833 0.95237
H -1.76269 0.60233 -0.15349
H -0.35774 2.63082 -0.01432
H 1.21941 3.83740 1.01271
H 2.53595 5.61140 1.95200
H 4.31953 6.27663 3.54545
H 4.77400 4.89155 5.57077
H 3.59532 2.71114 5.85973
H 1.99814 1.92178 4.14795
H 0.01665 2.02648 4.26006
H -1.22426 -0.10673 4.03803
*
```



Below is C27H28CaCl3N6O10S2 as an isolated structure, with properties calculated with wB97M-V/def2-TZVPD.

Values from the calculation:
- LUMO energy: 0.046 hartree
- Kohn-Sham gap: 5.87 eV
- HOMO: -4.63 eV
- Relative energy (zero: lowest compared OMol25 entry of this formula, charge and spin): 0.161 eV
- Electronic energy: -135547.560 eV
- Max |F|: 0.006 Eh/bohr

Structure (ORCA input):
```
! wB97M-V def2-TZVPD RIJCOSX def2/J DEFGRID3
* xyz -1 1
Ca -0.64973 -0.05758 -0.12247
O -4.32807 -1.92505 0.91490
C -3.26342 -1.61147 0.39857
O -2.16680 -1.31071 0.99536
C -3.15652 -1.47136 -1.15972
O -3.70832 -2.24131 -1.92897
O -2.41188 -0.46419 -1.50937
S 4.99872 2.97178 -4.93045
N 4.31411 3.62742 -3.61915
C 3.31350 2.83527 -3.27775
C 2.41907 3.04444 -2.15382
C 2.49274 4.15628 -1.31598
C 1.58422 4.27227 -0.28917
C 0.65099 3.25206 -0.10828
N 0.57633 2.18852 -0.88776
C 1.42815 2.08615 -1.91623
C 1.25772 0.93201 -2.82124
N 0.24557 0.10488 -2.55063
C 0.01263 -0.91560 -3.35760
C 0.80590 -1.18130 -4.47585
C 1.86284 -0.34800 -4.75477
C 2.09684 0.74668 -3.92124
C 3.15892 1.70972 -4.13885
N 4.04852 1.67604 -5.11534
H 3.25372 4.90513 -1.49283
H 1.59575 5.12418 0.37780
H -0.08085 3.28906 0.69241
H -0.84075 -1.53079 -3.09322
H 0.58508 -2.03857 -5.09585
H 2.51229 -0.51747 -5.60368
C -4.23654 3.33539 0.32542
S -3.46288 1.80251 -0.21582
C -3.23028 2.29079 -1.92463
O -2.09603 1.88061 0.42624
H -5.19996 3.44418 -0.17214
H -3.57848 4.17321 0.09381
H -4.38908 3.26169 1.40026
H -4.20836 2.50738 -2.35602
H -2.78168 1.43299 -2.42172
H -2.58482 3.16960 -1.95103
Cl 2.98496 1.92202 1.88487
C 2.07687 2.77785 3.12047
Cl 3.12144 3.51705 4.35695
H 1.42032 2.06937 3.61668
H 1.50899 3.57352 2.65183
O 2.60916 -2.46789 0.73988
Cl 2.05886 -1.74077 -0.36420
O 0.71298 -2.20017 -0.65318
O 2.89282 -1.86158 -1.52192
O 1.93078 -0.32413 -0.00126
C 3.76737 -4.04189 4.83196
C 3.89117 -2.70726 5.55179
N 3.10594 -1.65829 4.90609
C 3.84251 -0.56375 4.28704
C 4.65561 -0.99013 3.07686
C 1.77514 -1.64643 5.17025
O 1.26899 -2.41824 5.97462
C 0.87722 -0.67645 4.45178
C -0.11307 -0.04817 5.19586
C -1.05103 0.72673 4.54224
C -0.99392 0.81292 3.15944
N -0.05022 0.21538 2.42963
C 0.86993 -0.51031 3.07115
H 4.36696 -4.80409 5.33316
H 4.10123 -3.95831 3.79721
H 2.72856 -4.36874 4.83098
H 4.92877 -2.36946 5.56351
H 3.55534 -2.80643 6.58501
H 4.50231 -0.12883 5.04765
H 3.13656 0.21408 4.01046
H 5.38270 -1.76102 3.34071
H 5.20437 -0.13293 2.68479
H 4.01589 -1.38353 2.28770
H -0.14974 -0.20523 6.26623
H -1.84642 1.22290 5.08130
H -1.74109 1.35867 2.59782
H 1.60998 -1.00765 2.45430
*
```



> What is the formula in the fourth record?

C27H28CaCl3N6O10S2